1.
2 unconnected molecules or ions with the total composition C36H53N3O5S. Source: OMol25; level of theory: ωB97M-V/def2-TZVPD.

Computed properties:
Energy ... -2341.95104 a.u.
SMILES ... CCOCCOc1cccc2c1N(N=C(C)C)c1ccc(COCC)c(CCCCCCCCOC(C)=O)c1S2.CCCC#N

Atoms and positions in Å:
C -0.249 3.105 0.920
C -0.413 4.527 0.237
O 0.275 4.628 -1.020
C -0.657 4.735 -2.114
C -1.687 3.545 -2.175
O -1.868 3.042 -3.537
C -1.880 1.637 -3.402
C -3.095 0.926 -2.990
C -3.079 -0.523 -2.833
C -1.841 -1.255 -3.075
C -0.651 -0.525 -3.470
C -0.607 0.946 -3.658
N 0.596 1.663 -4.057
N 0.762 1.310 -5.444
C 0.648 2.341 -6.212
C 1.434 3.694 -5.980
C -0.280 2.288 -7.479
C 1.748 1.262 -3.261
C 2.599 2.277 -2.671
C 3.747 1.892 -1.832
C 4.081 0.495 -1.552
C 5.286 0.150 -0.616
O 5.778 1.384 -0.063
C 5.552 1.477 1.344
C 4.033 1.349 1.764
C 3.223 -0.555 -2.153
C 3.437 -2.084 -1.917
C 2.287 -2.610 -0.939
C 2.054 -1.629 0.268
C 1.135 -2.263 1.412
C 1.228 -1.253 2.645
C 0.613 -1.839 3.969
C -0.966 -1.731 3.980
C -1.555 -3.185 3.792
O -2.760 -3.203 2.984
C -2.449 -3.600 1.686
C -2.713 -2.530 0.558
O -2.037 -4.684 1.375
C 2.092 -0.153 -2.983
S 0.948 -1.374 -3.738
H -1.152 2.453 0.810
H -0.003 3.225 2.007
H 0.630 2.562 0.467
H 0.080 5.258 0.945
H -1.489 4.855 0.186
H -0.049 4.716 -3.064
H -1.147 5.755 -2.106
H -2.670 3.856 -1.713
H -1.223 2.699 -1.593
H -4.039 1.472 -2.773
H -3.962 -1.113 -2.499
H -1.767 -2.366 -2.965
H 2.521 3.435 -5.924
H 1.076 4.205 -5.050
H 1.300 4.344 -6.883
H -1.111 3.009 -7.268
H 0.279 2.622 -8.395
H -0.664 1.252 -7.669
H 2.342 3.346 -2.879
H 4.320 2.748 -1.400
H 5.043 -0.620 0.161
H 6.105 -0.257 -1.267
H 6.178 0.753 1.947
H 5.898 2.503 1.660
H 3.729 2.088 2.549
H 3.880 0.322 2.196
H 3.313 1.455 0.913
H 3.303 -2.604 -2.900
H 4.452 -2.354 -1.535
H 1.314 -2.780 -1.460
H 2.633 -3.602 -0.546
H 3.064 -1.476 0.753
H 1.566 -0.660 -0.007
H 0.090 -2.281 1.001
H 1.495 -3.283 1.719
H 2.327 -1.054 2.778
H 0.722 -0.301 2.305
H 1.015 -2.872 4.118
H 0.985 -1.185 4.811
H -1.322 -1.289 4.950
H -1.328 -1.018 3.183
H -0.738 -3.810 3.335
H -1.776 -3.614 4.804
H -3.769 -2.630 0.201
H -2.537 -1.518 1.008
H -2.015 -2.678 -0.298
C -5.613 -3.486 4.875
C -5.155 -3.902 6.269
C -5.133 -2.735 7.261
C -4.192 -1.684 6.792
N -3.465 -0.872 6.429
H -4.933 -2.758 4.428
H -5.642 -4.352 4.211
H -6.615 -3.049 4.906
H -4.158 -4.345 6.198
H -5.826 -4.677 6.648
H -4.812 -3.083 8.245
H -6.129 -2.300 7.364


2.
A molecular structure, C36H54B2Br2NO26PS2. Source: OMol25; level of theory: ωB97M-V/def2-TZVPD.

Computed properties:
Energy ... -9750.70282 a.u.

Atoms and positions in Å:
C -2.624 0.144 -3.971
C -2.227 -0.304 -2.928
C -1.667 -0.812 -1.676
C -0.310 -0.143 -1.323
C -0.385 0.517 0.056
C 0.655 1.589 0.426
B 0.311 2.933 -0.428
C -0.886 3.112 -1.443
O 1.114 4.013 -0.158
C 2.162 1.269 0.026
S 2.234 1.690 -1.805
B 2.615 -0.319 -0.007
O 3.628 -0.619 -0.883
C 2.023 -1.560 0.754
C 3.101 -2.297 1.600
C 3.250 2.216 0.685
C 4.663 1.639 0.767
O 4.863 0.656 1.769
C 6.184 0.288 1.878
C 6.919 1.008 2.973
O 6.664 -0.530 1.158
S 2.851 3.166 2.181
O 3.544 2.698 3.352
O 3.072 4.537 1.849
O 1.297 3.009 2.426
C 0.444 1.929 1.937
C -0.981 2.352 2.296
Br -2.191 0.960 2.781
C -1.443 3.605 2.347
C -0.706 4.883 2.055
Br -3.235 3.973 2.847
P 0.777 0.416 3.090
N 0.689 1.331 4.528
O 2.363 0.229 2.796
H -2.970 0.604 -4.856
H -1.518 -1.886 -1.802
H -2.386 -0.693 -0.864
H -0.075 0.553 -2.119
H 0.436 -0.935 -1.364
H -1.379 0.955 0.129
H -0.398 -0.287 0.793
H -1.027 4.168 -1.697
H -1.850 2.765 -1.065
H -0.700 2.598 -2.385
H 0.794 4.816 -0.575
H 2.728 2.933 -1.800
H 3.437 -1.412 -1.395
H 1.145 -1.414 1.371
H 1.724 -2.248 -0.039
H 2.779 -2.334 2.638
H 4.074 -1.819 1.552
H 3.189 -3.334 1.278
H 3.387 3.048 0.004
H 5.330 2.488 0.964
H 4.944 1.250 -0.211
H 7.673 1.649 2.521
H 6.234 1.624 3.547
H 7.401 0.279 3.619
H -1.280 5.716 2.451
H 0.268 4.924 2.526
H -0.623 5.065 0.988
H 0.592 0.698 5.311
H 1.506 1.918 4.673
H 2.941 0.586 3.477
C 1.162 -0.882 -7.742
C -0.346 -0.731 -7.670
O -0.518 -0.170 -6.360
C 0.626 0.432 -5.985
O 0.744 1.103 -5.010
O 1.623 0.151 -6.858
H 1.571 -0.736 -8.738
H 1.500 -1.842 -7.349
H -0.734 -0.026 -8.406
H -0.886 -1.664 -7.754
C -5.630 -4.051 -3.809
C -6.062 -2.597 -3.867
O -5.017 -2.003 -4.637
C -4.442 -2.962 -5.397
O -3.663 -2.772 -6.272
O -4.890 -4.189 -5.025
H -6.459 -4.753 -3.795
H -4.967 -4.256 -2.968
H -7.009 -2.465 -4.395
H -6.122 -2.118 -2.894
C 3.855 -5.524 -1.702
C 2.705 -6.487 -1.943
O 1.563 -5.639 -1.777
C 1.940 -4.364 -2.010
O 1.201 -3.438 -2.103
O 3.285 -4.275 -2.109
H 4.740 -5.741 -2.293
H 4.130 -5.456 -0.649
H 2.700 -6.884 -2.959
H 2.666 -7.308 -1.234
C -0.695 -0.053 9.198
C -0.219 0.273 7.798
O 0.772 -0.731 7.568
C 0.505 -1.790 8.379
O 1.043 -2.843 8.306
O -0.458 -1.467 9.270
H -1.748 0.160 9.361
H -0.106 0.446 9.965
H -1.010 0.161 7.052
H 0.217 1.266 7.711
C -2.292 4.680 9.103
C -3.270 3.866 9.932
O -2.440 2.801 10.412
C -1.153 3.223 10.403
O -0.245 2.631 10.890
O -1.045 4.400 9.751
H -2.488 5.747 9.116
H -2.233 4.336 8.069
H -3.655 4.420 10.788
H -4.100 3.463 9.358
C -5.609 -1.634 -10.180
C -5.599 -3.085 -9.732
O -4.202 -3.382 -9.708
C -3.522 -2.225 -9.553
O -2.361 -2.152 -9.316
O -4.348 -1.164 -9.697
H -6.415 -1.047 -9.750
H -5.628 -1.535 -11.267
H -5.999 -3.214 -8.725
H -6.113 -3.757 -10.414